[1]
This record from the Open Molecules 2025 dataset describes a 4-piece molecular cluster, C14H29O14P overall in a non-equilibrium geometry. The level of theory is wB97M-V/def2-TZVPD.

## Properties
net charge: 0
E_HOMO: -10.42 eV
gap between HOMO and LUMO: 0.3933 hartree
calculated total energy: -1945.66390 a.u.
SMILES string: CCC[C@H](OC=O)P(=O)(O)O.COC(=O)OC.COC(=O)OC.COC(=O)OC

The geometry in XYZ format:
```
58
Properties=species:S:1:pos:R:3:lowdin_charge:R:1
H -2.457 -2.005 -1.533 0.100
O -0.210 3.238 -0.122 -0.121
H 3.667 -3.885 5.195 0.094
H -0.783 2.727 2.580 0.090
C 3.169 -4.177 4.274 -0.042
O -4.354 -1.385 -0.933 0.009
O 2.246 -5.425 2.143 0.118
C -2.931 -1.201 -0.970 -0.045
O 0.706 -0.429 1.141 -0.018
P -0.509 1.854 0.641 0.495
C -1.053 5.698 -3.905 -0.620
H -7.733 -3.624 0.139 0.090
O 3.384 -7.284 2.747 0.006
C 1.084 0.953 1.032 -0.306
C -4.749 -2.507 -0.339 -0.624
H 3.508 -3.523 3.471 0.092
C 3.261 2.042 0.065 -0.217
H -2.523 -1.146 0.035 0.086
H -2.614 3.581 -3.878 0.099
H 1.428 1.503 -1.030 0.095
H 3.560 4.106 0.731 0.071
C 0.753 7.021 -4.515 -0.041
O -6.087 -2.547 -0.376 -0.003
O -1.313 2.156 2.000 -0.090
H -2.688 4.413 -2.294 0.094
H -6.324 -4.610 -0.282 0.096
C 2.026 1.139 -0.188 -0.164
H 1.233 6.229 -5.088 0.097
H 4.111 1.406 0.320 0.104
H 3.519 2.488 -0.904 0.102
O -4.035 -3.344 0.148 0.120
H 1.782 -7.987 1.623 0.098
O -0.662 6.834 -4.483 0.008
H 1.517 1.270 1.985 0.125
C -2.946 4.474 -3.351 -0.032
H 0.940 7.973 -5.005 0.093
H 3.554 2.928 2.002 0.075
O -0.328 4.860 -3.432 0.112
C -6.653 -3.707 0.232 -0.051
C 2.869 -7.937 1.586 -0.041
H 3.268 -8.948 1.584 0.093
H -0.054 3.060 -1.062 0.081
H -4.026 4.555 -3.443 0.095
H -2.737 -0.262 -1.471 0.070
H 3.197 -7.427 0.681 0.098
C 3.046 3.202 1.068 -0.097
H 2.093 -4.085 4.415 0.098
C 2.979 -6.021 2.890 -0.620
H 2.404 0.165 -0.508 0.121
H 1.159 7.060 -3.505 0.097
O -1.273 0.979 -0.239 -0.246
H 1.404 -2.236 1.849 0.154
H -6.393 -3.754 1.288 0.096
C 1.669 -1.182 1.669 -0.351
O -2.383 5.649 -3.942 0.009
H 2.001 3.421 1.289 0.048
O 3.527 -5.532 4.003 0.007
O 2.754 -0.815 1.971 0.090
```


[2]
This record from the Open Molecules 2025 dataset describes C28H27Cl2F3N2O2PSSe2V as an isolated structure in a non-equilibrium geometry. The level of theory is wB97M-V/def2-TZVPD.

## Properties
net charge: -1
E_HOMO (alpha / beta): -3.48 / -4.96 eV
gap between HOMO and LUMO (alpha / beta): 0.2058 / 0.2601 hartree
energy above the lowest of the compared OMol25 structures with the same formula, charge and spin: 103.65 kJ/mol
calculated total energy: -9049.58717 a.u.
2S+1: 4

The geometry in XYZ format:
```
69
Properties=species:S:1:pos:R:3:mulliken_spin:R:1
H -0.853 -3.412 -4.619 0.000
H -0.323 4.482 -3.328 0.002
H 2.985 -0.821 5.178 0.000
C -2.398 2.273 1.984 -0.005
H 1.769 1.145 6.251 0.000
C -1.313 -3.972 -3.835 0.003
H -0.173 0.327 -4.478 -0.003
H 0.710 6.617 -3.822 -0.002
H -1.880 -2.797 -0.620 -0.019
H -0.932 -5.026 -3.825 0.000
C -0.710 -1.897 -2.741 0.017
C 1.965 -0.544 4.844 -0.003
H 0.876 0.481 -3.046 0.002
O -1.391 1.673 1.499 -0.010
C 2.467 8.020 -2.209 -0.001
C 1.278 -1.407 3.981 0.003
C 1.051 6.030 -2.978 -0.024
S -1.813 -0.596 -2.168 0.039
C 0.168 -4.444 1.399 -0.002
H -0.261 1.899 5.227 0.000
C 1.874 4.619 -0.808 0.051
O -2.917 2.156 3.106 0.001
Cl -3.808 1.809 -0.217 0.008
C 0.172 2.906 -1.222 0.194
C 2.044 6.625 -2.149 0.048
C -0.608 -4.123 3.634 0.001
H -4.164 3.447 1.463 0.001
H -0.371 -7.382 2.887 0.000
H 0.707 -4.008 0.500 -0.002
C -0.660 -5.427 3.811 0.000
Se 0.565 -0.864 0.355 0.009
H -1.137 -4.425 -0.929 0.000
H 2.004 -2.354 -4.615 0.000
V -1.432 0.453 -0.184 2.911
P -0.569 -1.897 2.021 0.011
H 2.173 -2.625 -2.799 0.000
C 0.839 4.041 -1.630 -0.071
C 2.409 5.849 -1.054 -0.012
H 1.766 -2.382 3.718 0.000
H 1.042 -3.577 -3.678 -0.001
N 0.379 -1.576 -3.440 0.003
H 2.013 4.136 0.204 0.001
H 1.555 -0.197 -4.547 0.001
H 0.570 -6.510 0.845 0.000
C -3.211 3.064 1.055 0.010
F 3.329 8.341 -3.221 0.002
Cl -2.523 4.546 0.347 0.001
H -2.728 -4.100 -1.660 0.000
C 0.181 1.034 4.866 0.000
C -0.378 1.881 -0.784 -0.248
C -1.774 -3.649 -1.328 0.008
H -2.386 -3.982 -4.068 0.000
H -1.238 0.678 3.337 -0.007
C -0.294 -6.322 2.783 0.000
N -1.071 -3.208 -2.555 -0.001
C 1.454 -2.578 -3.666 0.003
C 0.643 -0.195 -3.909 0.002
C 0.128 -0.976 3.457 -0.017
H 3.123 6.235 -0.317 0.000
C -0.384 0.284 3.827 0.028
C 0.462 4.812 -2.706 0.046
C 1.374 0.605 5.397 0.002
H -0.911 -3.397 4.403 0.001
H -0.996 -5.864 4.739 0.000
C -0.349 -3.647 2.381 0.016
F 3.031 8.403 -1.014 0.000
Se -2.669 -1.607 1.596 -0.002
F 1.313 8.747 -2.515 0.001
C 0.207 -5.831 1.591 0.000
```


[3]
This record from the Open Molecules 2025 dataset describes C3H2CoO2 as an isolated structure in a non-equilibrium geometry. The level of theory is wB97M-V/def2-TZVPD.

## Properties
net charge: +2
E_HOMO (alpha / beta): -19.80 / -18.27 eV
gap between HOMO and LUMO (alpha / beta): 0.3145 / 0.1735 hartree
energy above the lowest of the compared OMol25 structures with the same formula, charge and spin: 261.47 kJ/mol
calculated total energy: -1647.72449 a.u.
2S+1: 4

The geometry in XYZ format:
```
8
Properties=species:S:1:pos:R:3:mulliken_spin:R:1
H -2.271 -0.309 0.746 0.007
H -1.698 -0.412 -1.013 0.012
Co 3.296 0.223 -1.006 2.542
O -0.273 0.942 0.599 0.055
C -0.226 -0.884 0.481 0.334
C 0.720 0.222 0.163 -0.065
O 1.880 0.521 -0.012 0.127
C -1.428 -0.304 0.044 -0.013
```


Please write out number 3 again, unchanged.
This record from the Open Molecules 2025 dataset describes C3H2CoO2 as an isolated structure in a non-equilibrium geometry. The level of theory is wB97M-V/def2-TZVPD.

## Properties
net charge: +2
E_HOMO (alpha / beta): -19.80 / -18.27 eV
gap between HOMO and LUMO (alpha / beta): 0.3145 / 0.1735 hartree
energy above the lowest of the compared OMol25 structures with the same formula, charge and spin: 261.47 kJ/mol
calculated total energy: -1647.72449 a.u.
2S+1: 4

The geometry in XYZ format:
```
8
Properties=species:S:1:pos:R:3:mulliken_spin:R:1
H -2.271 -0.309 0.746 0.007
H -1.698 -0.412 -1.013 0.012
Co 3.296 0.223 -1.006 2.542
O -0.273 0.942 0.599 0.055
C -0.226 -0.884 0.481 0.334
C 0.720 0.222 0.163 -0.065
O 1.880 0.521 -0.012 0.127
C -1.428 -0.304 0.044 -0.013
```